# 1
47
Properties=species:S:1:pos:R:3:forces:R:3 method="wB97M-V/def2-TZVPD" homo_lumo_gap_ev="6.12 / 6.55" total_charge=0 e_above_lowest_kj_mol=121.50
Ti 0.120 0.130 -0.404 -0.53 -1.40 -1.62
C -4.432 -1.678 2.285 -0.04 0.04 0.01
C -4.140 -0.731 1.313 0.01 -0.03 -0.04
C -2.844 -0.567 0.863 0.34 -0.02 -0.09
C -1.817 -1.326 1.433 -1.43 -0.26 0.52
C -2.112 -2.277 2.410 0.28 0.23 -0.22
C -3.418 -2.458 2.817 -0.05 0.08 -0.02
N -0.497 -1.127 1.003 1.30 -0.78 0.58
N 0.434 -1.694 1.736 -0.64 -0.43 0.54
C 1.680 -1.408 1.353 0.36 0.40 -0.30
C 2.788 -1.898 2.078 -0.20 0.08 -0.22
C 4.050 -1.555 1.678 -0.26 0.05 -0.05
C 4.213 -0.736 0.552 -0.29 0.05 -0.13
C 3.101 -0.295 -0.122 0.75 0.19 -0.29
N 1.852 -0.600 0.260 0.67 -0.60 0.86
H -5.452 -1.805 2.622 -0.02 -0.02 0.00
H -4.930 -0.125 0.894 -0.04 0.03 -0.05
H -2.631 0.132 0.054 -0.18 -0.16 0.32
H -1.300 -2.854 2.820 -0.02 -0.08 0.08
H -3.643 -3.211 3.556 -0.03 -0.07 0.12
H 2.592 -2.515 2.939 -0.02 -0.08 0.06
H 4.913 -1.907 2.221 0.07 -0.04 0.08
H 5.194 -0.446 0.218 0.11 0.05 -0.11
H 3.194 0.321 -1.013 0.00 -0.07 0.21
F 1.783 -1.849 -4.319 0.07 0.26 0.16
C 0.874 -0.918 -4.576 -0.19 -0.13 0.11
F 0.891 -0.645 -5.871 0.10 0.29 0.17
F -0.329 -1.385 -4.252 -0.02 0.03 -0.02
S 1.187 0.614 -3.540 0.12 -0.35 -0.90
O 1.152 0.132 -2.162 0.85 -0.43 -0.22
O 2.427 1.167 -3.945 0.09 0.04 -0.21
N -0.068 1.493 -3.883 0.04 -0.19 -0.08
S -1.014 1.936 -2.725 0.65 1.60 -0.03
O -1.203 0.895 -1.727 -0.80 0.07 -0.02
O -2.171 2.618 -3.152 -0.24 0.04 -0.32
C 0.099 3.169 -1.822 -0.06 0.40 0.29
F 0.742 3.959 -2.665 -0.27 -0.16 -0.07
F -0.543 3.902 -0.930 -0.11 -0.30 -0.45
F 1.047 2.434 -1.169 -0.12 0.13 -0.17
F -0.786 1.561 0.582 -0.23 0.45 0.26
P -0.168 2.235 2.149 0.65 -0.56 0.37
F 0.883 0.962 2.059 -0.44 0.56 0.21
F -1.237 1.250 2.807 0.21 0.45 0.02
F -1.229 3.391 1.995 0.10 -0.21 -0.04
F 0.891 3.022 1.237 -0.35 0.26 0.44
F 0.432 2.724 3.508 -0.12 0.11 -0.03
Se -0.576 -2.037 -1.169 -0.07 0.48 0.26

=====

# 2
113
Properties=species:S:1:pos:R:3:forces:R:3 method="wB97M-V/def2-TZVPD" homo_lumo_gap_ev="7.27 / 7.10" total_charge=+1 e_above_lowest_kj_mol=71.41 multiplicity=5
Cr 0.210 0.708 -0.775 -1.30 0.10 0.52
C 2.992 -1.115 -1.492 -0.24 0.10 0.11
C 2.955 -0.722 -0.001 -0.22 0.11 -0.15
P 2.463 1.059 0.126 1.02 -0.40 1.08
C 2.085 1.387 1.875 -0.19 0.13 -0.02
C 2.249 2.698 2.324 0.01 -0.09 -0.05
C 1.793 3.069 3.577 0.02 0.01 0.00
C 1.148 2.141 4.382 -0.04 0.01 0.04
C 0.979 0.838 3.939 -0.02 -0.02 0.07
C 1.439 0.459 2.687 0.23 -0.03 -0.06
C 4.117 1.839 -0.037 -0.25 0.22 -0.42
C 4.445 2.696 -1.080 -0.08 0.01 0.01
C 5.734 3.202 -1.193 0.09 0.02 -0.03
C 6.702 2.858 -0.264 -0.09 0.01 0.00
C 6.369 2.026 0.799 0.07 -0.03 0.01
C 5.089 1.516 0.912 -0.05 -0.05 0.06
P 1.572 -0.309 -2.374 1.52 -0.45 -1.29
C 2.325 1.117 -3.256 -0.15 0.09 0.07
C 1.704 2.364 -3.199 0.01 -0.18 0.00
C 2.211 3.433 -3.925 -0.01 0.07 -0.06
C 3.345 3.263 -4.705 -0.03 0.02 0.05
C 3.965 2.021 -4.767 0.08 -0.04 -0.06
C 3.451 0.948 -4.058 0.00 0.04 0.11
C 1.252 -1.311 -3.870 -0.43 -0.03 0.25
C 1.893 -2.493 -4.218 0.00 0.07 0.10
C 1.593 -3.105 -5.430 0.04 -0.08 -0.02
C 0.654 -2.549 -6.283 0.03 -0.03 -0.04
C -0.007 -1.379 -5.928 -0.01 0.03 0.00
C 0.284 -0.770 -4.722 0.11 -0.04 0.03
H 2.903 -2.198 -1.583 0.04 0.01 -0.03
H 3.920 -0.797 -1.967 0.03 -0.05 0.00
H 3.911 -0.909 0.484 -0.01 -0.01 0.04
H 2.179 -1.305 0.500 0.09 -0.02 0.03
H 2.728 3.426 1.679 0.01 0.05 0.07
H 1.935 4.084 3.924 -0.02 0.01 -0.02
H 0.773 2.435 5.354 0.03 0.00 0.01
H 0.487 0.111 4.576 0.02 0.01 -0.03
H 1.290 -0.557 2.344 -0.04 0.02 0.06
H 3.699 2.979 -1.807 -0.01 0.00 -0.03
H 5.978 3.865 -2.013 -0.01 -0.01 0.00
H 7.709 3.240 -0.359 0.00 0.02 0.01
H 7.115 1.773 1.540 -0.01 -0.01 0.01
H 4.839 0.877 1.751 0.01 0.00 0.00
H 0.825 2.510 -2.580 -0.05 0.07 -0.03
H 1.726 4.399 -3.874 -0.02 -0.02 0.01
H 3.745 4.097 -5.266 0.01 -0.01 -0.01
H 4.846 1.888 -5.382 0.00 -0.01 0.01
H 3.929 -0.023 -4.131 0.01 0.00 -0.04
H 2.628 -2.940 -3.561 0.02 0.00 -0.04
H 2.106 -4.016 -5.707 -0.02 -0.01 0.00
H 0.439 -3.026 -7.230 -0.01 0.00 0.00
H -0.738 -0.943 -6.596 -0.02 -0.01 0.02
H -0.227 0.141 -4.421 -0.02 0.01 -0.13
C -3.737 -1.177 -1.553 -0.06 -0.02 -0.03
C -2.254 -1.046 -1.714 -0.21 0.13 0.02
N -1.654 -1.985 -2.447 -0.01 0.08 0.17
O -1.655 -0.087 -1.200 0.24 -0.34 -0.37
H -4.130 -2.036 -2.094 -0.02 0.00 0.02
H -4.217 -0.264 -1.905 0.01 0.01 0.04
H -3.970 -1.264 -0.493 0.03 0.02 0.03
H -2.170 -2.759 -2.824 -0.02 0.02 0.01
H -0.655 -1.982 -2.546 0.15 -0.06 -0.04
C -0.794 5.397 1.778 -0.02 -0.09 -0.23
C -1.995 5.158 0.881 0.00 0.23 0.39
O -1.637 4.353 -0.253 -0.13 -0.27 0.06
P -1.726 2.753 -0.220 -0.14 0.76 -0.22
O -0.449 2.181 0.390 0.16 -0.31 -0.20
Te -3.688 1.903 0.699 -0.29 0.24 0.08
O -1.463 2.501 -1.811 -0.04 0.02 0.37
C -2.529 2.584 -2.770 -0.15 0.06 -0.23
C -2.384 3.814 -3.643 0.11 -0.09 0.15
H -1.097 5.928 2.680 -0.02 0.01 0.00
H -0.048 5.995 1.253 0.05 -0.03 0.05
H -0.344 4.444 2.060 0.00 0.01 0.07
H -2.371 6.098 0.477 -0.02 -0.07 -0.06
H -2.806 4.675 1.433 0.01 -0.03 -0.09
H -3.487 2.590 -2.245 0.02 -0.06 0.01
H -2.476 1.675 -3.376 0.01 -0.02 0.07
H -2.448 4.718 -3.038 0.01 0.01 -0.02
H -3.183 3.827 -4.384 0.00 0.03 -0.02
H -1.425 3.804 -4.164 -0.01 0.03 -0.02
C -2.206 -2.272 6.841 0.07 0.10 -0.07
C -2.166 -1.409 5.583 -0.13 -0.21 0.10
C -3.265 -1.798 4.598 0.17 0.21 -0.02
C -3.257 -0.946 3.326 -0.13 -0.19 0.11
N -2.052 -1.090 2.527 0.00 -0.01 0.15
C -1.746 -2.103 1.713 -0.23 0.28 0.09
S -0.294 -2.050 0.847 0.48 -0.25 -0.37
N -2.630 -3.108 1.602 -0.05 0.06 0.13
C -2.408 -4.334 0.853 0.16 -0.21 0.05
C -1.756 -5.437 1.687 -0.11 0.10 0.10
C -2.548 -5.851 2.927 -0.05 -0.09 -0.14
C -3.919 -6.453 2.621 0.14 0.08 0.08
H -1.405 -1.996 7.527 -0.02 -0.03 0.04
H -2.088 -3.328 6.595 -0.01 -0.01 0.01
H -3.156 -2.150 7.363 0.00 -0.03 0.02
H -1.191 -1.517 5.100 -0.01 0.06 -0.02
H -2.290 -0.359 5.862 0.07 0.04 -0.08
H -4.240 -1.670 5.074 -0.02 -0.08 0.00
H -3.155 -2.860 4.354 -0.07 -0.01 0.02
H -3.324 0.107 3.595 -0.04 0.02 -0.08
H -4.136 -1.170 2.712 0.03 0.08 -0.05
H -1.401 -0.323 2.517 0.03 0.08 -0.10
H -3.398 -3.117 2.256 0.00 0.04 -0.05
H -1.749 -4.091 0.023 -0.10 0.04 -0.10
H -3.373 -4.665 0.465 0.02 0.06 -0.04
H -0.767 -5.090 1.995 0.04 -0.02 -0.08
H -1.619 -6.305 1.036 0.05 0.00 0.01
H -2.667 -4.991 3.594 0.06 -0.03 0.04
H -1.954 -6.588 3.470 0.00 0.06 0.08
H -4.582 -5.732 2.138 -0.04 -0.04 -0.02
H -4.400 -6.780 3.542 -0.06 -0.01 -0.03
H -3.823 -7.320 1.966 -0.04 0.01 -0.03

=====

# 3
79
Properties=species:S:1:pos:R:3:forces:R:3 method="wB97M-V/def2-TZVPD" homo_lumo_gap_ev=1.94 total_charge=+1
Mg 1.860 6.823 -12.705 -1.18 1.91 -1.18
C -2.486 9.996 -12.449 -1.00 -0.13 -0.27
F -3.321 8.952 -12.242 0.58 1.53 -0.51
F -3.129 11.147 -12.831 1.04 -2.38 0.28
F -1.880 10.228 -11.298 0.32 0.03 -0.55
S -1.109 9.510 -13.854 1.09 2.24 0.41
O -1.522 10.053 -15.125 0.25 -1.25 1.13
O 0.069 10.155 -13.292 -0.15 -1.52 0.18
N -0.832 7.718 -13.752 0.42 3.32 -0.34
S -2.230 7.160 -14.304 -3.38 -3.82 0.23
O -2.791 6.231 -13.349 1.27 -0.08 -0.49
O -3.211 8.093 -14.787 1.36 0.37 -0.19
C -1.795 6.110 -15.841 -1.87 -0.43 0.24
F -1.173 4.978 -15.442 1.13 1.01 -0.24
F -2.869 5.668 -16.478 -0.96 0.04 0.70
F -1.217 6.864 -16.744 1.94 0.16 0.14
C -3.503 14.059 -17.754 0.50 0.60 1.06
C -4.165 12.819 -18.260 2.06 0.62 0.27
O -4.721 13.151 -19.489 -1.27 -0.61 -1.09
H -2.866 13.749 -16.926 -0.03 0.43 0.44
H -4.222 14.825 -17.464 0.01 -0.07 0.24
H -2.843 14.527 -18.484 -0.04 -0.22 -0.26
H -4.784 12.390 -17.473 -0.58 -0.13 -0.61
H -3.318 12.169 -18.481 -0.17 -0.84 0.47
H -4.000 12.938 -20.087 -0.47 0.23 -0.53
C -8.208 7.965 -13.420 -0.60 0.83 0.56
C -8.770 7.426 -12.113 -0.20 0.28 -1.01
O -9.642 8.405 -11.530 0.32 -0.61 -0.12
H -7.638 7.222 -13.978 0.23 0.23 0.19
H -7.699 8.904 -13.207 0.63 -0.21 -0.21
H -9.055 8.287 -14.026 -0.11 -0.26 -0.16
H -7.995 7.170 -11.390 0.11 -0.27 -0.09
H -9.361 6.567 -12.431 0.01 -0.45 0.55
H -10.097 7.877 -10.869 -0.38 0.45 0.29
C 4.900 13.422 -12.564 -0.52 1.35 -0.58
C 6.175 12.706 -12.230 -1.38 0.29 0.61
O 5.680 11.644 -11.406 0.81 -1.06 -0.12
H 4.161 12.904 -13.176 0.39 -0.66 -0.14
H 5.095 14.336 -13.124 0.04 0.22 0.13
H 4.346 13.661 -11.656 0.27 0.21 0.09
H 6.801 13.324 -11.586 0.18 0.25 -0.36
H 6.713 12.415 -13.132 0.16 -0.44 0.15
H 6.365 11.462 -10.759 -0.03 -0.31 0.12
C -6.299 2.027 -12.089 -1.02 -0.47 -0.50
C -7.025 1.668 -10.781 1.31 -0.12 -1.17
O -6.147 0.813 -10.049 -0.49 0.02 0.67
H -5.327 2.508 -11.976 -0.21 0.25 0.31
H -6.976 2.615 -12.708 0.19 0.46 -0.05
H -6.125 1.132 -12.688 0.08 -0.23 0.21
H -7.921 1.079 -10.977 0.05 0.05 -0.07
H -7.337 2.602 -10.313 0.16 -0.14 0.66
H -5.514 1.318 -9.534 -0.07 0.18 -0.06
C 3.747 9.400 -16.006 -0.16 -0.45 0.18
C 4.597 8.899 -14.853 0.92 0.79 -1.32
O 3.864 8.827 -13.618 -0.53 -1.05 0.21
H 2.878 8.758 -16.145 -0.26 0.15 0.00
H 4.300 9.352 -16.945 0.18 0.01 0.10
H 3.451 10.435 -15.837 -0.20 -0.14 0.00
H 5.413 9.616 -14.772 -0.03 0.23 0.63
H 5.158 7.996 -15.094 -0.61 -0.54 0.27
H 4.259 9.479 -13.034 -0.11 0.17 0.50
C -0.074 7.600 -22.344 0.56 0.14 -0.57
C 0.068 6.179 -21.830 -0.35 1.01 0.13
O 0.588 5.277 -22.787 -0.11 0.33 0.17
H 0.920 8.007 -22.528 0.00 0.18 -0.05
H -0.594 8.243 -21.633 -0.03 -0.08 0.04
H -0.606 7.622 -23.295 -0.19 0.05 -0.02
H -0.946 5.890 -21.552 0.11 -0.49 0.61
H 0.757 6.269 -20.991 -0.18 -0.73 0.18
H -0.068 5.339 -23.486 0.19 -0.40 -0.49
C -0.331 15.768 -10.709 -0.35 -0.13 1.28
C -0.032 17.106 -9.987 0.99 -0.48 -1.26
O 0.111 16.987 -8.582 -0.25 -0.21 -0.07
H -1.209 15.303 -10.260 -0.43 0.18 -0.32
H 0.429 15.018 -10.488 0.47 0.25 -0.05
H -0.425 15.839 -11.793 -0.14 0.28 0.12
H -0.728 17.904 -10.249 -0.37 -0.23 0.19
H 0.919 17.416 -10.419 0.19 0.35 0.04
H 1.024 17.184 -8.360 -0.10 -0.03 0.06

=====

# 4
21
Properties=species:S:1:pos:R:3:forces:R:3 method="wB97M-V/def2-TZVPD" homo_lumo_gap_ev=10.95 total_charge=0 e_above_lowest_kj_mol=75.67 smiles=CCCCCOC
C -3.433 -0.182 -0.792 -0.14 0.34 0.69
C -2.273 -0.240 0.214 -0.09 0.04 -0.19
C -0.943 -0.181 -0.527 0.14 -0.58 0.61
C 0.267 -0.179 0.410 -0.03 -0.03 0.03
C 1.525 0.148 -0.357 -0.23 0.00 -0.21
O 2.624 0.130 0.513 0.00 -0.01 0.11
C 3.817 0.444 -0.150 0.32 0.05 -0.11
H -4.342 -0.640 -0.393 0.05 0.07 -0.07
H -3.152 -0.698 -1.696 -0.01 -0.27 -0.35
H -3.672 0.853 -1.060 0.07 -0.15 0.01
H -2.325 0.586 0.939 -0.08 -0.16 -0.17
H -2.314 -1.167 0.797 -0.02 0.07 -0.06
H -0.874 -1.068 -1.172 -0.01 0.16 -0.03
H -0.934 0.681 -1.183 0.08 0.35 -0.14
H 0.390 -1.162 0.887 -0.09 0.15 -0.11
H 0.151 0.542 1.230 -0.06 -0.02 -0.21
H 1.665 -0.582 -1.175 0.05 0.10 0.10
H 1.415 1.141 -0.828 0.12 -0.09 0.06
H 4.031 -0.280 -0.952 0.00 0.09 0.11
H 4.619 0.411 0.589 -0.05 0.02 -0.13
H 3.776 1.450 -0.599 0.02 -0.13 0.08

=====

# 5
30
Properties=species:S:1:pos:R:3:forces:R:3 method="wB97M-V/def2-TZVPD" homo_lumo_gap_ev=8.42 total_charge=+1 e_above_lowest_kj_mol=152.11 smiles=CC(C)n1cc[n+](C(C)C)c1PI
C -1.478 -3.292 -0.268 -2.21 1.06 -1.64
C -1.680 -1.802 -0.790 -0.92 -1.83 0.23
C -1.752 -1.779 -2.326 -1.47 -2.20 0.09
N -0.579 -0.960 -0.396 -1.08 5.53 3.44
C 0.575 -0.835 -1.007 1.26 -0.78 1.23
C 1.223 0.321 -0.603 1.48 -1.44 -0.66
N 0.496 1.033 0.271 -1.82 -0.07 0.02
C 0.745 2.378 0.891 0.24 1.58 -0.75
C 1.716 3.303 0.082 0.95 -4.36 0.53
C 1.172 2.145 2.344 -0.07 2.88 0.62
C -0.680 0.478 0.515 0.84 -4.76 -3.07
P -1.964 1.078 1.574 0.30 1.68 0.17
I -3.548 1.650 -0.124 -0.52 -0.02 -0.28
H -1.382 -3.143 0.760 0.08 -0.65 1.86
H -0.663 -3.800 -0.683 1.80 -0.25 -0.55
H -2.312 -4.000 -0.575 0.46 1.36 0.72
H -2.573 -1.437 -0.211 0.68 -0.07 -1.06
H -2.827 -1.970 -2.646 1.46 -0.32 0.28
H -1.024 -2.588 -2.712 -1.33 1.38 0.26
H -1.547 -0.828 -2.730 0.61 1.18 -0.46
H 0.988 -1.790 -1.381 0.07 1.19 -0.60
H 2.285 0.382 -0.621 0.52 0.73 -0.42
H -0.258 2.896 0.788 1.10 -0.64 0.52
H 1.418 3.431 -0.890 -1.95 1.53 -2.09
H 2.645 2.792 -0.286 -0.04 0.16 1.63
H 1.884 4.102 0.721 0.53 1.84 0.48
H 0.346 1.544 2.749 1.30 -0.66 0.54
H 1.084 3.123 2.993 0.01 -1.49 -1.57
H 2.284 1.963 2.384 -1.44 -0.93 0.26
H -2.307 -0.145 2.010 -0.82 -1.62 0.26

=====

# 6
27
Properties=species:S:1:pos:R:3:forces:R:3 method="wB97M-V/def2-TZVPD" homo_lumo_gap_ev=8.78 total_charge=0 e_above_lowest_kj_mol=86.58 smiles=Cc1c[nH]c2ccccc12.CC
C -1.773 1.551 0.247 -0.25 -0.67 -0.96
C -0.293 1.351 0.087 -0.79 0.46 -1.72
C 0.696 1.567 0.968 0.29 -0.40 0.12
N 1.942 1.291 0.399 -1.01 0.31 1.04
C 1.723 0.887 -0.895 0.15 0.37 -0.44
C 2.653 0.581 -1.869 0.18 0.72 -0.59
C 2.183 0.369 -3.153 0.35 -0.87 0.35
C 0.822 0.392 -3.448 -0.18 0.01 0.05
C -0.122 0.739 -2.484 0.52 -0.98 -0.51
C 0.336 0.979 -1.196 0.40 0.08 1.91
H -2.062 2.461 0.761 0.00 -0.24 0.54
H -2.226 0.621 0.603 -0.06 0.34 0.83
H -2.293 1.606 -0.719 0.53 0.33 -0.16
H 0.601 1.874 1.995 0.15 0.02 0.11
H 2.706 1.108 1.030 0.27 -0.09 -0.67
H 3.721 0.710 -1.742 0.01 -0.42 0.40
H 2.922 -0.005 -3.854 -0.25 0.38 -0.37
H 0.519 0.077 -4.437 -0.19 0.16 -0.06
H -1.166 0.603 -2.732 -0.14 0.46 0.14
C -1.884 -1.854 2.906 0.64 -0.12 -0.82
C -0.806 -2.792 2.341 -0.91 -0.39 -2.09
H -2.384 -1.364 2.071 -0.04 0.23 0.15
H -2.628 -2.477 3.393 -0.08 0.28 0.38
H -1.455 -1.089 3.548 -0.26 -0.08 0.31
H -1.075 -3.050 1.290 -0.60 -0.30 0.60
H -0.812 -3.739 2.870 0.74 0.06 0.16
H 0.153 -2.395 2.023 0.52 0.35 1.29

=====

# 7
13
Properties=species:S:1:pos:R:3:forces:R:3 method="wB97M-V/def2-TZVPD" homo_lumo_gap_ev=8.93 total_charge=0 e_above_lowest_kj_mol=474.68
C -1.078 1.351 -1.653 1.56 -2.29 2.61
C 0.913 -0.309 0.923 -2.13 0.96 -0.43
C -0.775 0.452 -0.677 -1.56 -0.22 -0.71
C 2.383 -0.182 1.189 -2.04 -0.30 0.06
C -1.903 -0.530 -0.326 -0.08 -0.42 3.07
O -1.399 2.066 -2.489 -0.43 0.90 -0.89
O 0.534 0.360 -0.186 1.43 0.23 0.52
H 2.585 0.186 2.211 -0.15 -0.32 -0.55
H 2.896 0.303 0.411 1.08 0.86 -0.88
H 2.500 -1.254 1.138 1.09 -0.61 0.31
H -2.816 -0.295 -0.886 0.25 0.15 0.19
H -2.183 -0.558 0.889 0.81 0.41 -3.26
H -1.658 -1.589 -0.543 0.19 0.65 -0.05

=====

# 8
25
Properties=species:S:1:pos:R:3:forces:R:3 method="wB97M-V/def2-TZVPD" homo_lumo_gap_ev="6.18 / 6.54" total_charge=+3 e_above_lowest_kj_mol=1211.15 multiplicity=6
O -1.030 -2.552 -2.172 0.13 -0.16 -0.08
C -1.313 -1.604 -1.664 0.11 -8.17 -4.79
Sm -1.558 0.174 -0.639 8.53 1.85 2.37
O -4.760 -0.131 -1.756 2.67 0.28 1.00
C -3.693 -0.031 -1.384 -7.12 -0.77 -2.80
C -2.300 1.907 0.221 -2.99 4.14 1.69
O -2.542 2.835 0.725 -0.80 3.68 2.04
C -1.311 1.198 -2.427 -0.73 2.36 -4.72
O -1.034 1.754 -3.316 1.25 2.14 -3.33
C -2.292 -0.900 0.957 -4.36 -5.53 7.62
O -2.544 -1.466 1.885 0.12 0.17 -0.27
C 2.881 0.534 0.947 -0.78 -0.39 -0.19
P 1.320 -0.449 0.623 4.26 4.03 0.52
C 0.648 -0.056 2.384 -1.17 -0.99 -0.61
C 1.964 -0.998 -1.107 -1.45 -0.79 0.12
O 0.318 0.559 -0.028 -0.82 1.22 -0.57
H 3.714 0.110 0.412 0.36 -0.04 -0.21
H 3.115 0.539 1.998 0.14 0.12 0.38
H 2.690 1.564 0.595 0.03 -0.41 0.12
H 0.721 1.043 2.478 0.49 -0.53 -0.64
H -0.408 -0.316 2.461 0.25 -0.24 0.23
H 1.223 -0.553 3.110 0.63 -0.65 1.08
H 2.772 -1.661 -0.998 1.04 -0.95 -0.02
H 1.159 -1.439 -1.695 0.29 -0.27 0.11
H 2.262 -0.060 -1.611 -0.11 -0.10 0.95

=====

Number 1: E_tot -6608.0272 hartree. Number 2: E_tot -4797.7093 hartree. Number 3: E_tot -3112.2640 hartree. Number 4: E_tot -312.2262 hartree. Number 5: E_tot -1101.3597 hartree. Number 6: E_tot -482.8822 hartree. Number 7: E_tot -344.4211 hartree. Number 8: E_tot -1759.4741 hartree.